Record 1
The following is a DFT calculation (ωB97M-V with the def2-TZVPD basis set) of a molecular structure, C29H26Cl5N5O3Tl.

Geometry as XYZ:
```
69
Properties=species:S:1:pos:R:3:lowdin_charge:R:1
Tl 0.13812 1.21091 1.26222 1.013
C -1.05865 4.42503 0.79272 -0.040
O -1.35224 3.23583 0.05683 -0.192
C -2.16981 3.30679 -1.00353 -0.168
C -2.72459 4.48617 -1.49860 0.037
C -3.63618 4.46430 -2.53603 0.031
C -4.04717 3.25691 -3.10989 -0.019
C -3.51007 2.08219 -2.66466 0.046
C -2.52837 2.07443 -1.63422 -0.137
N -1.92449 0.92956 -1.28506 0.141
N -2.07226 -0.17631 -1.78951 0.176
C -2.38102 -1.29310 -1.24736 -0.082
C -2.58008 -1.12265 0.23442 -0.300
O -2.38447 0.01106 0.68166 -0.049
C -2.87837 -2.31794 0.94263 0.018
C -3.14544 -3.48344 0.29249 0.053
C -3.02414 -3.63580 -1.12125 -0.157
C -3.39037 -4.81834 -1.77495 0.022
C -3.21340 -4.94996 -3.14076 -0.012
C -2.65980 -3.90915 -3.88174 -0.017
C -2.34812 -2.70725 -3.27113 0.010
C -2.54287 -2.55221 -1.89776 -0.113
H -0.50068 5.12890 0.17499 0.107
H -0.44137 4.11225 1.63520 0.079
H -1.97287 4.89211 1.16647 0.120
H -2.45512 5.43750 -1.07191 0.128
H -4.03634 5.39118 -2.91348 0.139
H -4.76971 3.25021 -3.91233 0.132
H -3.76601 1.14168 -3.13041 0.129
H -2.98570 -2.23931 2.01378 0.127
H -3.45847 -4.34397 0.86925 0.142
H -3.83619 -5.61959 -1.20848 0.131
H -3.49966 -5.86495 -3.63599 0.128
H -2.49912 -4.01869 -4.94332 0.126
H -1.97648 -1.86856 -3.83968 0.123
Cl 2.23184 1.64608 3.70179 0.669
C 2.89259 2.75247 2.55374 -0.740
C 2.33066 2.83301 1.30047 -0.252
C 2.81898 3.71892 0.36847 -0.740
Cl 2.07001 3.81859 -1.16795 0.712
C 3.92976 4.52524 0.67110 -0.695
Cl 4.57597 5.58361 -0.50455 0.754
C 4.50289 4.44179 1.95057 -0.683
Cl 5.84518 5.42701 2.34015 0.761
C 3.98302 3.55694 2.90968 -0.699
Cl 4.64913 3.46964 4.48266 0.748
O -2.45797 0.94374 3.75469 0.182
N -1.64672 1.58729 3.28312 0.136
C 2.56845 -3.32199 -0.17635 -0.048
C 1.53622 -2.16961 -0.18439 -0.127
N 1.69106 -1.33806 1.00035 -0.221
C 3.00528 -0.70102 0.97717 -0.160
C 4.11549 -1.76965 0.87166 -0.041
N 3.47393 -3.10488 0.97773 -0.085
C 2.71583 -3.20153 2.25040 -0.043
C 1.56984 -2.16304 2.19674 -0.127
H 3.15889 -3.33323 -1.09329 0.148
H 2.08690 -4.29729 -0.07779 0.147
H 0.52428 -2.57661 -0.20505 0.123
H 1.66701 -1.53846 -1.06391 0.138
H 3.11322 -0.11521 1.88979 0.080
H 3.04886 -0.01165 0.13201 0.129
H 4.84938 -1.65860 1.67112 0.151
H 4.64123 -1.71004 -0.08214 0.149
H 4.20457 -3.82298 0.96708 0.209
H 3.39917 -3.00115 3.07700 0.149
H 2.33480 -4.21753 2.36946 0.148
H 1.60421 -1.50857 3.06807 0.121
H 0.59753 -2.65901 2.17979 0.132
```

Results
HOMO-LUMO gap (alpha / beta) = 0.174 / 0.174 hartree
Total charge = +3
Energy above the lowest of the compared OMol25 structures with the same formula, charge and spin = 0.0 kJ/mol
F_max = 0.0809 hartree/bohr

***

Record 2
The following is a DFT calculation (ωB97M-V with the def2-TZVPD basis set) of a single C6H9N molecule.

Geometry as XYZ:
```
16
Properties=species:S:1:pos:R:3:lowdin_charge:R:1
C 0.30491 0.87717 1.26640 -0.094
C -0.79829 0.48297 0.28928 -0.234
C -0.17100 0.10591 -1.11160 -0.205
C 1.34289 -0.01437 -1.37598 -0.059
C -0.92037 -0.93048 -0.33464 -0.218
C -0.93300 -1.58466 0.95719 -0.214
N -1.41938 -1.49742 2.01529 0.131
H 1.17419 0.21832 1.28608 0.070
H 0.66054 1.88866 1.01202 0.089
H -0.11472 0.92247 2.27180 0.073
H -1.72723 0.44195 0.94571 0.153
H -0.69583 0.35755 -2.03381 0.129
H 1.49912 -0.65798 -2.25865 0.086
H 1.81229 0.94844 -1.59736 0.079
H 1.89532 -0.48403 -0.55768 0.071
H -1.90943 -1.07450 -0.77404 0.143
```

Results
HOMO-LUMO gap = 0.356 hartree
SMILES = C[C@@H]1[C@H](C)[C@@H]1C#N
Total charge = 0
Energy above the lowest of the compared OMol25 structures with the same formula, charge and spin = 436.8 kJ/mol
F_max = 0.0570 hartree/bohr